CH3NO2S | ωB97M-V with the def2-TZVPD basis set

As for the HOMO-LUMO gap: 7.9 eV. Its relative energy (zero: lowest compared OMol25 entry of this formula, charge and spin) is 33.54 kcal per mole.

```
8
Properties=species:S:1:pos:R:3:nbo_charge:R:1
C 1.48 0.07 -0.44 -0.054
N 1.54 0.20 0.81 -0.604
O -1.60 -0.29 -1.09 -0.832
O -2.21 -0.09 1.26 -0.823
S -2.65 -0.29 -0.04 1.658
H 2.09 -0.63 -0.90 0.159
H 0.60 0.35 -0.93 0.157
H 0.74 0.67 1.33 0.340
```